{
  "formula": "C3H3O4",
  "method": "wB97M-V/def2-TZVPD",
  "total_charge": -1,
  "orbital_gap_ev": 6.89,
  "e_homo_ev": -2.974,
  "relative_energy_kcal_mol": 42.9,
  "species": ["C", "C", "C", "O", "O", "O", "O", "H", "H", "H"],
  "coordinates": [[-0.97431, -0.84685, -0.03780], [-0.20655, 0.21154, -0.21178], [2.40530, -0.08918, -0.00350], [2.53574, -1.24734, -0.11091], [2.71829, 1.03405, 0.13560], [-2.38550, -0.89776, 0.25018], [-0.82077, 1.51953, -0.05783], [-0.57253, -1.84823, -0.13010], [-2.60848, 0.03210, 0.35735], [-0.09118, 2.13213, -0.19122]],
  "forces_ev_per_angstrom": [[-0.927, -0.598, 0.074], [1.345, 0.920, 0.081], [-0.388, 0.202, -0.171], [-0.242, -0.230, 0.007], [-0.114, 0.229, 0.063], [0.639, 0.302, -0.100], [0.060, -0.737, -0.055], [-0.034, 0.050, 0.031], [-0.180, 0.103, 0.023], [-0.158, -0.239, 0.048]]
}

---

{
  "formula": "C3H3O4P",
  "method": "wB97M-V/def2-TZVPD",
  "total_charge": -2,
  "orbital_gap_ev": 5.98,
  "e_homo_ev": 0.840,
  "relative_energy_kcal_mol": 39.8,
  "species": ["C", "C", "C", "O", "O", "O", "O", "P", "H", "H", "H"],
  "coordinates": [[1.19002, -0.57986, 0.01188], [1.72257, 0.54744, 0.50832], [0.19929, 0.24534, -0.66771], [-1.60996, 0.08072, 1.50716], [-2.59882, 0.83445, -0.72142], [-1.82969, -1.60321, -0.42140], [0.88766, 1.38248, -0.26118], [-1.66214, -0.15117, 0.02029], [1.48145, -1.55600, 0.25428], [2.15051, 0.77303, 1.45559], [0.06912, 0.02678, -1.68580]],
  "forces_ev_per_angstrom": [[1.026, 0.169, 0.850], [-0.826, -0.281, -1.063], [-1.853, -2.729, 0.455], [0.518, 0.059, 0.627], [1.137, -0.510, 0.128], [0.603, 0.153, -0.160], [0.762, 2.639, 1.202], [-1.410, 0.663, -0.638], [-0.440, -1.420, 0.107], [0.562, 0.747, 0.358], [-0.080, 0.508, -1.866]]
}

---

{
  "formula": "C3H3O4S",
  "method": "wB97M-V/def2-TZVPD",
  "total_charge": -1,
  "orbital_gap_ev": 8.42,
  "e_homo_ev": -4.745,
  "relative_energy_kcal_mol": 50.5,
  "species": ["C", "C", "C", "O", "O", "O", "O", "S", "H", "H", "H"],
  "coordinates": [[-0.28450, -0.79831, 0.02845], [1.01151, -0.29678, -0.14868], [0.50285, 0.82170, 0.79130], [2.40023, -1.92965, -1.59617], [3.14889, -1.23015, 0.59370], [3.06140, 0.43421, -1.33579], [-0.82796, 0.20493, 0.80855], [2.57083, -0.77946, -0.69406], [-0.77670, -1.62338, -0.29614], [0.78504, 1.03092, 1.75241], [0.39196, 1.75162, 0.10968]],
  "forces_ev_per_angstrom": [[4.687, 2.921, -0.312], [-4.604, -0.656, 2.340], [-1.199, 1.306, -4.998], [-0.147, 1.042, 0.243], [0.324, 1.150, -1.080], [0.476, -0.303, 0.477], [0.184, -0.566, 0.091], [0.396, -2.020, 0.316], [-1.727, -2.177, -0.833], [1.274, 0.280, 2.229], [0.333, -0.976, 1.526]]
}

---

{
  "formula": "C3H3OP",
  "method": "wB97M-V/def2-TZVPD",
  "orbital_gap_ev": [7.62, 5.92],
  "e_homo_ev": [-9.460, -8.320],
  "relative_energy_kcal_mol": 121.6,
  "species": ["C", "C", "C", "O", "P", "H", "H", "H"],
  "coordinates": [[0.53962, -0.31599, -0.33906], [0.03229, 0.23575, -1.27709], [1.22170, -1.09113, 0.69293], [-3.57522, 2.38392, -0.59113], [-2.38389, 2.63705, -1.36186], [2.29442, -1.11719, 0.50286], [0.83168, -2.10946, 0.71167], [1.03941, -0.62295, 1.66168]],
  "forces_ev_per_angstrom": [[0.605, -0.726, 1.205], [-1.562, 1.617, -1.280], [-0.094, 0.055, -0.137], [-0.673, -0.215, 0.474], [1.513, -0.577, -0.503], [0.007, -0.049, 0.105], [0.096, 0.004, 0.092], [0.107, -0.108, 0.044]]
}

---

{
  "formula": "C3H3OS",
  "method": "wB97M-V/def2-TZVPD",
  "total_charge": 1,
  "orbital_gap_ev": 7.92,
  "e_homo_ev": -14.561,
  "relative_energy_kcal_mol": 52.8,
  "species": ["C", "C", "C", "O", "S", "H", "H", "H"],
  "coordinates": [[-2.06888, 1.16624, -0.04694], [1.50282, -0.24423, -0.07957], [-1.26052, 0.12532, 0.01206], [-0.57304, -0.78383, 0.10220], [1.29973, 1.24545, -0.28409], [-2.30603, 1.70346, 0.87402], [1.73279, -1.24419, 0.03503], [-2.64479, 1.31007, -0.89576]],
  "forces_ev_per_angstrom": [[1.538, -0.870, 1.751], [-0.935, 4.667, -0.714], [-2.591, 2.043, 0.125], [0.723, -2.326, 0.270], [1.308, -1.919, 0.227], [0.206, -0.179, -0.258], [0.596, -1.821, 0.238], [-0.845, 0.405, -1.640]]
}

---

{
  "formula": "C3H3PS",
  "method": "wB97M-V/def2-TZVPD",
  "orbital_gap_ev": 6.57,
  "e_homo_ev": -7.932,
  "relative_energy_kcal_mol": 19.3,
  "species": ["C", "C", "C", "P", "S", "H", "H", "H"],
  "coordinates": [[0.03344, -0.34068, -0.28578], [-1.07549, -1.10631, -0.35429], [0.65620, 0.87541, 0.39297], [0.37194, -1.37575, -1.70651], [-2.44641, -1.66687, 0.23468], [0.04729, 1.13784, 1.32948], [0.61349, 1.79242, -0.35005], [1.79955, 0.68395, 0.73950]],
  "forces_ev_per_angstrom": [[2.333, 0.522, -1.957], [0.741, -0.979, -0.833], [0.712, 0.714, 0.654], [-1.711, 1.519, 2.991], [-0.432, 0.007, 0.030], [0.935, -0.280, -1.361], [0.212, -1.896, 1.531], [-2.790, 0.394, -1.055]]
}

---

{
  "formula": "C3H3PS",
  "method": "wB97M-V/def2-TZVPD",
  "orbital_gap_ev": 6.85,
  "e_homo_ev": -7.852,
  "relative_energy_kcal_mol": 19.4,
  "species": ["C", "C", "C", "P", "S", "H", "H", "H"],
  "coordinates": [[-0.38870, 0.34796, 0.12329], [-1.63087, -0.24240, 0.08937], [1.29062, -0.03324, -0.01770], [-1.52135, 1.59670, -0.13806], [-2.56708, -1.52467, 0.10154], [1.61174, -0.87059, 0.49834], [1.65109, 0.86560, 0.41987], [1.55454, -0.13936, -1.07665]],
  "forces_ev_per_angstrom": [[3.204, -0.641, -1.096], [0.056, 1.130, -0.056], [-4.168, 2.262, -0.874], [0.656, -1.093, 0.379], [-0.516, -0.854, 0.074], [0.099, -1.680, 1.210], [0.994, 0.591, 0.099], [-0.326, 0.286, 0.266]]
}

---

{
  "formula": "C3H4",
  "method": "wB97M-V/def2-TZVPD",
  "orbital_gap_ev": 10.71,
  "e_homo_ev": -9.607,
  "relative_energy_kcal_mol": 22.6,
  "species": ["C", "C", "C", "H", "H", "H", "H"],
  "coordinates": [[1.16448, 0.02672, -0.04038], [-0.16783, -0.06585, 0.01833], [-1.38399, 0.04299, -0.05332], [1.56364, 0.92884, -0.25781], [1.50652, -0.08017, 0.99718], [1.80008, -0.79320, -0.45384], [-2.54618, -0.07864, 0.16668]],
  "forces_ev_per_angstrom": [[5.289, -3.248, 2.254], [-7.303, 0.224, -1.146], [-1.509, -1.043, 1.275], [1.005, 2.996, -1.404], [0.081, 0.061, 0.373], [-0.986, 0.499, -0.526], [3.423, 0.511, -0.826]]
}

---

{
  "formula": "C3H40N2O16",
  "method": "wB97M-V/def2-TZVPD",
  "orbital_gap_ev": 7.76,
  "e_homo_ev": -7.778,
  "relative_energy_kcal_mol": 44.5,
  "species": ["C", "C", "C", "N", "N", "H", "H", "H", "H", "H", "H", "H", "H", "H", "H", "O", "H", "H", "O", "H", "H", "O", "H", "H", "O", "H", "H", "O", "H", "H", "O", "H", "H", "O", "H", "H", "O", "H", "H", "O", "H", "H", "O", "H", "H", "O", "H", "H", "O", "H", "H", "O", "H", "H", "O", "H", "H", "O", "H", "H", "O"],
  "coordinates": [[-2.34962, 2.01722, -1.29671], [-1.86370, 1.34307, 0.00598], [-2.33145, 1.59197, 1.22719], [-2.13664, 0.77665, 2.36839], [-1.15982, 0.08844, -0.17752], [-1.43335, 2.22638, -1.88014], [-2.96985, 1.34415, -1.85335], [-2.92103, 2.88621, -1.16235], [-2.96086, 2.45102, 1.42661], [-2.00559, -0.14926, 2.08054], [-2.91730, 0.73388, 3.03016], [-1.01223, -0.09262, -1.09979], [-0.39092, -0.10597, 0.45682], [-3.99260, -1.28883, -3.06910], [-2.79323, -0.55642, -2.40504], [-3.42712, -1.37736, -2.31022], [-0.69835, -2.32367, 1.88147], [-1.34138, -2.83582, 3.01446], [-0.84171, -2.01340, 2.86300], [2.69633, 0.20835, 1.19938], [2.26212, -1.31794, 1.16134], [3.01514, -0.74919, 1.02047], [2.41898, 3.48443, -2.23053], [1.48596, 3.29363, -0.97795], [1.54428, 3.39739, -1.95541], [-3.59896, -3.24110, 0.92349], [-3.35926, -2.06324, -0.03125], [-3.57844, -2.28410, 0.84757], [-1.50942, -3.28625, -0.22809], [0.06156, -3.01126, -0.27701], [-0.68335, -3.48485, 0.23626], [3.72378, 1.90187, 1.71172], [2.14258, 2.20442, 1.78652], [2.90943, 2.04987, 1.19384], [-0.98573, 0.96031, -3.79651], [-0.43575, -0.50803, -3.62565], [-1.18950, -0.00137, -3.91621], [0.03255, 2.52907, 2.24099], [0.83109, 1.72172, 3.14114], [0.79233, 2.63667, 2.88795], [1.43692, 1.75079, -2.40195], [1.94937, 0.47019, -2.76596], [1.16287, 0.87386, -2.29911], [4.39497, -2.04649, -1.36727], [3.45147, -1.33997, -0.25621], [3.40714, -1.92022, -1.19893], [3.18919, -0.80247, -2.46533], [2.17457, -1.15378, -3.58161], [2.86389, -0.61277, -3.38327], [0.66204, -1.84661, 4.78923], [1.02831, -2.58296, 3.57638], [1.39959, -2.13461, 4.33712], [-0.70490, 3.51125, -0.35491], [-0.86565, 4.05636, 0.96944], [-0.34411, 4.18977, 0.17661], [1.74046, -2.56371, -1.93021], [0.73073, -3.68375, -2.66332], [0.83186, -2.78559, -2.33172], [0.07794, 0.01296, 2.81803], [1.35880, -0.57310, 3.32172], [1.02555, 0.02482, 2.59883]],
  "forces_ev_per_angstrom": [[2.414, -1.146, 0.935], [-0.407, -1.691, -0.443], [-0.951, 0.882, 0.694], [0.059, 0.963, 0.474], [-1.507, 1.617, 2.892], [-0.535, 0.107, -0.130], [-0.274, -0.567, -0.314], [-0.602, 1.327, 0.497], [0.069, 0.155, -0.243], [0.327, -1.900, -0.539], [0.350, 0.575, -0.498], [1.272, -0.644, -2.842], [-0.040, 0.278, -0.505], [-0.378, -0.030, -0.539], [-1.600, -2.538, -0.030], [2.105, 2.289, 0.570], [-0.008, 1.324, 1.539], [-0.305, 0.469, 0.939], [-0.188, -2.206, -2.904], [0.568, -1.415, -0.695], [-0.452, 0.017, 0.353], [0.221, 1.411, 0.231], [2.387, 0.421, -0.186], [0.513, 0.292, -0.887], [-2.578, 0.199, 1.220], [-0.117, -0.012, -0.199], [0.246, 0.516, -1.938], [-0.283, -0.401, 2.041], [0.437, 0.220, -0.071], [-1.955, -1.133, 0.547], [1.633, 1.088, -0.470], [-0.816, 0.419, -0.076], [0.414, 0.394, 0.301], [0.507, -0.670, -0.177], [0.295, -1.527, -0.016], [0.612, 0.189, 0.326], [-1.002, 1.318, -0.113], [1.095, 0.684, 0.879], [0.502, -0.968, 0.699], [-1.642, 0.710, -1.565], [-0.221, 2.778, 0.289], [-1.083, -0.314, 0.351], [0.079, -2.536, -0.336], [-2.014, -0.146, 0.084], [-0.712, -1.065, -1.982], [2.710, 1.093, 2.064], [-0.523, -0.626, -0.788], [-3.014, -2.764, -0.659], [4.181, 2.701, 0.527], [-2.558, 0.863, 1.669], [-0.249, -0.153, -0.173], [3.059, -0.717, -1.108], [-0.486, -1.136, -1.329], [0.014, 0.316, 0.465], [0.542, 0.928, 0.867], [-1.364, -1.144, -0.945], [0.687, 0.062, 0.263], [0.950, 1.210, 0.880], [-0.185, 0.039, -0.350], [0.110, 0.293, -0.729], [-0.311, -0.693, 1.184]]
}